A cluster of 2 separate species, C9H20BrClN2O2 in total at a distorted geometry, computed with ωB97M-V/def2-TZVPD.

The LUMO energy is -0.048 Eh. The calculation puts the electronic energy at -99292.3218 eV.

Last column: natural (NBO) charge in e.
Element x y z (Å)
C -2.65029 1.96183 -2.41759  -0.652
C -1.45241 2.46055 -1.60776  -0.071
O -0.27782 1.71322 -1.98088  -0.539
C 0.94544 2.29069 -1.69868  -0.072
C 1.53852 1.66666 -0.39727  -0.131
O 0.72405 0.52949 -0.04926  -0.321
N 1.41870 -0.65966 0.13738  -0.058
C 0.42957 -1.78204 -0.09383  -0.244
C 0.13695 -2.66464 1.12024  -0.076
N -1.18451 -3.22598 0.81745  -0.798
C 0.15727 -1.93524 2.47893  -0.454
C 1.20963 -0.81734 2.63597  -0.211
Cl 0.42520 0.75703 2.95031  -0.019
C 2.13263 -0.75108 1.43715  -0.259
H -2.93429 2.69492 -3.16518  0.225
H -2.33635 1.04942 -2.91954  0.226
H -3.50392 1.73648 -1.78421  0.273
H -1.63069 2.29639 -0.53642  0.149
H -1.27853 3.53192 -1.75163  0.159
H 1.63614 2.12292 -2.53022  0.179
H 0.89117 3.37431 -1.55619  0.185
H 2.59973 1.42154 -0.50342  0.175
H 1.46953 2.36643 0.43624  0.208
H 2.12504 -0.73491 -0.59951  0.419
H -0.48074 -1.32223 -0.47215  0.281
H 0.82896 -2.39296 -0.90074  0.239
H 0.79688 -3.53240 1.15004  0.205
H -1.45709 -3.87381 1.54976  0.369
H -1.87646 -2.48181 0.86648  0.365
H -0.83004 -1.55195 2.72572  0.249
H 0.37923 -2.68894 3.23692  0.233
H 1.84045 -1.01380 3.49875  0.242
H 2.81338 0.09360 1.53401  0.248
H 2.75787 -1.64655 1.40401  0.235
Br -5.36320 1.00793 -3.01489  -0.959

Atoms 1-3, force components in eV/Å:
1.330 0.426 0.598
-0.381 -0.118 0.311
0.059 0.337 -0.724